{
  "formula": "C12H16N2O5S",
  "method": "wB97M-V/def2-TZVPD",
  "symbols": ["C", "C", "O", "O", "C", "O", "C", "C", "H", "H", "O", "C", "N", "C", "N", "H", "C", "C", "C", "C", "C", "O", "H", "H", "H", "H", "H", "S", "H", "H", "H", "H", "H", "H", "H", "H"],
  "coordinates": [[1.271, -2.313, 1.697], [1.451, -1.919, 0.272], [2.417, -2.112, -0.419], [0.364, -1.251, -0.188], [0.464, -0.731, -1.481], [-0.809, -0.267, -1.812], [-0.873, 0.164, -3.156], [0.294, 1.134, -3.449], [1.047, 0.659, -4.095], [-0.055, 2.053, -3.921], [0.893, 1.536, -2.238], [1.505, 0.455, -1.561], [1.949, 0.900, -0.280], [1.130, 1.211, 0.772], [-0.122, 1.594, 0.493], [-0.420, 1.548, -0.473], [-1.183, 1.610, 1.479], [-2.121, 0.474, 1.237], [-3.227, 0.378, 0.443], [-3.658, -0.967, 0.525], [-2.777, -1.586, 1.355], [-1.847, -0.724, 1.789], [-2.716, -2.597, 1.707], [-4.501, -1.407, 0.034], [-3.683, 1.167, -0.121], [-0.715, 1.520, 2.463], [-1.720, 2.561, 1.408], [1.764, 1.177, 2.297], [2.902, 0.691, -0.021], [2.388, 0.115, -2.125], [-1.842, 0.655, -3.243], [-0.839, -0.702, -3.832], [0.782, -1.532, -2.177], [0.226, -2.518, 1.903], [1.572, -1.461, 2.312], [1.904, -3.161, 1.935]],
  "atomic_forces_ev_per_a": [[0.0, -0.1, 0.1], [0.0, -0.1, 0.0], [0.1, 0.0, -0.1], [-0.3, 0.0, 0.0], [0.5, -0.1, -0.7], [0.0, -0.2, 0.4], [0.0, 0.0, -0.1], [0.0, -0.1, -0.1], [-0.1, 0.1, 0.0], [0.0, -0.1, -0.1], [0.1, 0.3, 0.2], [0.0, -0.2, 0.0], [-0.1, 0.1, -0.4], [0.2, 0.3, -0.1], [0.2, -0.1, -0.4], [0.1, 0.0, 0.0], [-0.1, -0.3, 0.2], [-0.6, 0.7, -0.5], [0.5, 0.2, 0.5], [0.3, -0.4, 0.3], [-0.7, -0.3, -0.5], [0.4, 0.1, 0.3], [0.1, -0.1, 0.1], [-0.2, -0.2, -0.1], [0.0, 0.2, -0.1], [-0.1, 0.1, -0.1], [0.0, -0.1, 0.1], [0.4, 0.1, 0.8], [-0.2, 0.0, 0.0], [-0.2, 0.0, 0.2], [0.1, 0.0, -0.1], [0.0, 0.1, 0.0], [-0.1, 0.2, 0.2], [-0.1, 0.0, 0.1], [0.0, 0.0, -0.1], [0.0, -0.1, -0.1]],
  "lowdin_charge": [0.0282, -0.5098, 0.1202, 0.0508, -0.2721, -0.0631, -0.1344, -0.1473, 0.1293, 0.1301, -0.0762, -0.2514, 0.0649, -0.8482, 0.0468, 0.1297, -0.1134, -0.2679, -0.0295, -0.0591, -0.1217, 0.0410, 0.1200, 0.0991, 0.1097, 0.0767, 0.1329, 0.6755, 0.1261, 0.1686, 0.1296, 0.1292, 0.1736, 0.0804, 0.0380, 0.0939],
  "charge": 0,
  "gap_ev": 8.7,
  "e_homo_ev": -8.12,
  "e_above_lowest_kcal_mol": 0.0,
  "e_tot_ha": -1350.75678,
  "smiles": "CC(=O)O[C@H]1OCCO[C@H]1NC(=S)NCc1ccco1"
}


{
  "formula": "C12H16N2S",
  "method": "wB97M-V/def2-TZVPD",
  "symbols": ["C", "C", "C", "C", "C", "C", "C", "C", "C", "C", "C", "C", "H", "H", "H", "H", "H", "H", "H", "H", "H", "H", "H", "H", "H", "H", "H", "H", "N", "N", "S"],
  "coordinates": [[0.064, 1.913, 1.296], [-2.318, 1.798, 1.656], [-2.522, 1.433, 0.207], [-1.344, 0.814, -0.399], [1.040, 1.562, -0.941], [1.972, 0.392, -0.613], [1.457, -0.991, -0.639], [1.139, -1.615, -1.823], [0.713, -2.945, -1.812], [0.555, -3.659, -0.658], [0.670, -3.019, 0.501], [1.170, -1.737, 0.599], [-0.711, 1.736, 3.040], [-2.901, 1.060, 2.229], [-2.449, 2.900, 1.951], [-3.417, 0.766, 0.126], [-2.599, 2.318, -0.448], [-1.115, -0.177, -0.057], [-1.276, 0.864, -1.505], [0.533, 1.561, -1.926], [1.654, 2.463, -0.809], [2.782, 0.478, -1.307], [2.474, 0.453, 0.341], [1.220, -0.955, -2.666], [0.625, -3.401, -2.805], [0.301, -4.770, -0.647], [0.668, -3.720, 1.385], [1.312, -1.335, 1.640], [-0.927, 1.507, 2.093], [-0.097, 1.597, -0.029], [1.327, 2.709, 2.022]],
  "atomic_forces_ev_per_a": [[0.8, -0.2, -1.4], [0.8, 0.1, 1.7], [-1.4, 1.0, -1.1], [3.7, -0.1, -0.6], [-0.6, 0.1, 0.8], [0.5, 0.0, -0.2], [-1.6, -1.6, 2.6], [-0.2, -0.1, 1.1], [0.4, 0.3, -2.5], [-1.1, -2.7, -2.3], [1.5, -0.5, 3.9], [0.4, 1.7, -0.8], [-0.2, 0.2, 0.5], [-0.3, 1.0, 0.2], [-0.7, -1.6, -0.7], [0.7, 0.8, -0.3], [-0.9, 0.0, 0.6], [-0.4, -0.9, 0.0], [-0.8, -0.4, 0.6], [1.0, -0.3, 0.1], [-0.5, 0.0, -0.2], [0.7, -0.1, -0.8], [-0.2, 1.0, 0.5], [0.1, -0.5, -0.9], [-0.3, -0.1, 0.5], [0.3, 1.7, -0.3], [-0.4, 1.4, -0.5], [0.1, 0.0, -1.4], [-1.6, -0.6, -0.4], [-0.8, 0.5, 1.3], [0.9, 0.2, -0.3]],
  "lowdin_charge": [-0.8932, -0.1526, -0.1827, -0.1454, -0.1585, -0.1623, -0.2284, -0.0513, -0.0888, -0.1418, -0.1482, -0.0108, 0.0829, 0.1177, 0.1480, 0.1330, 0.1252, 0.1087, 0.1300, 0.1244, 0.1041, 0.1123, 0.0960, 0.1124, 0.1068, 0.1329, 0.1258, 0.1282, -0.0400, -0.0959, 0.6115],
  "charge": 0,
  "gap_ev": 8.6,
  "e_homo_ev": -7.93,
  "e_above_lowest_kcal_mol": 41.5,
  "e_tot_ha": -974.52430,
  "smiles": "S=C1NCCCN1CCc1ccccc1"
}


{
  "formula": "C12H16N5O2RhSe",
  "method": "wB97M-V/def2-TZVPD",
  "symbols": ["Rh", "N", "C", "C", "N", "H", "H", "H", "H", "H", "H", "H", "H", "Se", "N", "C", "C", "C", "C", "C", "C", "N", "H", "H", "H", "H", "O", "C", "C", "C", "C", "O", "N", "H", "H", "H", "H"],
  "coordinates": [[-0.202, -0.034, 0.109], [-0.398, -0.525, 2.326], [-0.713, 0.702, 3.092], [-1.609, 1.597, 2.259], [-0.943, 1.877, 0.958], [-1.153, -1.218, 2.370], [0.430, -0.981, 2.702], [0.225, 1.211, 3.320], [-1.198, 0.462, 4.038], [-1.827, 2.522, 2.792], [-2.557, 1.101, 2.046], [-0.184, 2.544, 1.087], [-1.590, 2.298, 0.294], [2.173, -2.360, -0.462], [1.632, -0.609, -0.588], [2.655, 0.105, -1.094], [2.655, 1.484, -1.387], [3.797, 2.028, -1.903], [4.974, 1.258, -2.155], [5.008, -0.072, -1.896], [3.836, -0.684, -1.358], [3.747, -1.971, -1.078], [1.768, 2.087, -1.236], [3.814, 3.083, -2.143], [5.841, 1.755, -2.566], [5.879, -0.684, -2.086], [-1.769, 0.376, -1.591], [-2.404, -0.609, -1.160], [-3.746, -1.171, -1.510], [-3.953, -2.249, -0.425], [-2.750, -2.129, 0.499], [-2.556, -2.597, 1.585], [-1.826, -1.271, -0.137], [-3.720, -1.566, -2.526], [-4.498, -0.382, -1.497], [-3.975, -3.261, -0.832], [-4.864, -2.116, 0.154]],
  "atomic_forces_ev_per_a": [[0.0, 0.2, -0.1], [0.0, 0.0, 0.0], [0.0, 0.0, 0.0], [0.0, 0.0, 0.0], [0.0, 0.0, 0.0], [0.0, 0.0, 0.0], [0.0, 0.0, 0.0], [0.0, 0.0, 0.0], [0.0, 0.0, 0.0], [0.0, 0.0, 0.0], [0.0, 0.0, 0.0], [0.0, 0.0, 0.0], [0.0, 0.0, 0.0], [-0.1, 0.0, 0.0], [0.1, -0.2, 0.0], [-0.1, 0.0, 0.0], [0.0, 0.0, 0.0], [0.0, 0.0, 0.0], [0.0, 0.0, 0.0], [0.0, 0.0, 0.0], [0.0, 0.0, 0.0], [0.1, 0.0, 0.0], [0.0, 0.0, 0.0], [0.0, 0.0, 0.0], [0.0, 0.0, 0.0], [0.0, 0.0, 0.0], [0.0, 0.0, 0.1], [0.0, 0.0, 0.0], [0.0, 0.0, 0.0], [0.0, 0.0, 0.0], [0.0, 0.0, 0.0], [0.0, 0.0, 0.0], [0.0, -0.1, 0.0], [0.0, 0.0, 0.0], [0.0, 0.0, 0.0], [0.0, 0.0, 0.0], [0.0, 0.0, 0.0]],
  "mulliken_spin": [2.7923, 0.2150, 0.0025, -0.0169, 0.1644, -0.0159, -0.0029, -0.0015, 0.0089, 0.0062, 0.0010, -0.0009, 0.0003, -0.0014, 0.1719, -0.0237, -0.0162, 0.0221, -0.0086, 0.0302, 0.0068, 0.0881, -0.0008, 0.0005, 0.0003, 0.0005, 0.2032, 0.0127, 0.0071, 0.0196, 0.0007, 0.0363, 0.2928, 0.0020, 0.0017, 0.0003, 0.0015],
  "charge": 2,
  "gap_ev": [7.8, 5.7],
  "e_homo_ev": [-15.68, -15.64],
  "multiplicity": 5,
  "e_above_lowest_kcal_mol": 0.0,
  "e_tot_ha": -3402.47026,
  "s_squared": 6.019
}